ORCA calculation (ωB97M-V with the def2-TZVPD basis set) on an isolated molecule of C14H15FN2O4S.

Summary:
total charge	0
HOMO energy	-0.3223	Eh
relative energy (zero: lowest compared OMol25 entry of this formula, charge and spin)	10.9	kcal/mol
LUMO level	0.02359	hartree

CARTESIAN COORDINATES (ANGSTROEM)
C -1.931150 -2.485999 -1.568342
N -1.148845 -1.471184 -0.906764
C 0.276609 -1.492969 -1.144686
C 0.851859 -0.136810 -0.731863
O 0.362837 0.901720 -1.125090
N 1.979145 -0.196655 0.000902
C 2.574565 1.005667 0.561360
C 4.062074 0.916952 0.538302
C 4.959615 0.549527 1.499048
C 6.238997 0.617705 0.895587
C 6.021913 1.016067 -0.386345
O 4.711972 1.197792 -0.611594
S -1.603608 -1.197581 0.688795
O -2.170905 -2.386972 1.262100
O -0.483018 -0.607218 1.363835
C -2.903449 0.012064 0.476572
C -4.161420 -0.250167 0.985345
C -5.171064 0.682648 0.819661
C -4.878663 1.855665 0.143495
F -5.856073 2.765799 -0.023532
C -3.619565 2.124127 -0.369476
C -2.617570 1.184439 -0.198402
H -2.968436 -2.345275 -1.274020
H -1.842680 -2.363973 -2.647882
H -1.622551 -3.498263 -1.285075
H 0.436246 -1.608732 -2.221165
H 0.772803 -2.319514 -0.617006
H 2.222085 -1.063168 0.454252
H 2.225703 1.151035 1.589078
H 2.228504 1.835757 -0.059746
H 4.738264 0.274253 2.509820
H 7.181375 0.401092 1.354726
H 6.691695 1.201740 -1.202326
H -4.330548 -1.180911 1.503313
H -6.165301 0.515270 1.202188
H -3.438805 3.050845 -0.890144
H -1.622626 1.345222 -0.584909

Forces on atoms 1 to 6 (eV/Å):
-0.25 -0.28 -0.09
-0.06 0.29 0.90
0.14 0.22 0.32
0.48 -0.27 -0.33
-0.12 0.25 -0.16
0.33 -0.05 0.09

Atomic partial charges in e from the Mulliken method, atoms 1 to 6: atom 1 (C): -0.97, atom 2 (N): 0.23, atom 3 (C): -0.68, atom 4 (C): 0.43, atom 5 (O): -0.76, atom 6 (N): -0.11


ORCA calculation (ωB97M-V with the def2-TZVPD basis set) on a cluster of 2 separate species, C5H5FNO2 in total.

Summary:
total charge	-1
HOMO energy (spin up / spin down)	-0.2069 / -0.2068	Eh
LUMO level (spin up / spin down)	0.10836 / 0.10835	hartree

CARTESIAN COORDINATES (ANGSTROEM)
C 0.608125 -1.871309 -1.315028
C 0.574877 1.290515 -1.196200
C 0.304320 -0.396921 1.504716
C -0.874730 0.342250 0.654765
C -0.538691 0.304405 -0.775083
N 1.025088 -2.917758 -1.519642
O 0.024009 2.165173 -1.870923
O 1.749905 1.113209 -0.874110
F -1.604922 0.154654 -1.508374
H 1.181431 0.095522 1.159511
H 0.111829 -0.177448 2.583589
H 0.254037 -1.502292 1.347063
H -1.962916 -0.067616 0.859995
H -0.852363 1.467617 0.949722

Forces on atoms 1 to 6 (eV/Å):
-1.74 3.02 0.88
1.11 -0.53 -1.55
-2.92 0.27 0.36
-0.44 -0.78 2.31
0.25 -0.52 0.37
0.72 -1.69 -0.35

Atomic partial charges in e from the Mulliken method, atoms 1 to 6: atom 1 (C): -0.02, atom 2 (C): 0.48, atom 3 (C): -1.05, atom 4 (C): -0.37, atom 5 (C): 0.56, atom 6 (N): -0.56


ORCA calculation (ωB97M-V with the def2-TZVPD basis set) on an isolated molecule of C5H11N3O.

Summary:
total charge	0
HOMO energy	-0.2562	Eh
relative energy (zero: lowest compared OMol25 entry of this formula, charge and spin)	109.6	kcal/mol
LUMO level	0.02060	hartree

CARTESIAN COORDINATES (ANGSTROEM)
C -0.035313 -2.143800 -0.643981
C 1.525003 0.244692 1.495573
N 0.210990 1.335798 -0.427787
C -0.165080 0.280138 -1.219381
C 0.153869 0.422168 0.895624
N -0.342880 0.344037 -2.549354
C -0.941296 0.667397 1.720389
O -0.668723 2.430106 -0.399547
N -0.119439 -0.727740 -0.393836
H -1.172155 2.210976 0.451044
H -0.508100 1.265361 -2.926569
H -0.739574 -0.446257 -3.030721
H -0.717826 -2.449858 -1.443254
H 0.979838 -2.451697 -0.913699
H -0.340205 -2.664727 0.264888
H 1.637180 -0.762500 1.903249
H 1.675930 0.959616 2.305290
H 2.312359 0.410850 0.759050
H -1.942933 0.462272 1.361240
H -0.801645 0.613170 2.791783

Forces on atoms 1 to 6 (eV/Å):
-0.05 0.05 -0.06
0.10 -0.12 -0.14
-0.13 -0.28 0.41
0.37 -0.53 0.19
-0.40 0.79 -0.01
-0.19 0.01 0.15

Atomic partial charges in e from the Mulliken method, atoms 1 to 6: atom 1 (C): -0.98, atom 2 (C): -1.51, atom 3 (N): -0.30, atom 4 (C): 0.28, atom 5 (C): 1.46, atom 6 (N): -0.37


ORCA calculation (ωB97M-V with the def2-TZVPD basis set) on a cluster of 14 separate species, C5H38N2O14 in total.

Summary:
total charge	0
HOMO energy	-0.3533	Eh
relative energy (zero: lowest compared OMol25 entry of this formula, charge and spin)	141.7	kcal/mol
LUMO level	0.00644	hartree

CARTESIAN COORDINATES (ANGSTROEM)
C 1.974510 3.799285 0.501180
C 2.204221 2.251879 0.345666
C 1.008215 1.657493 0.940472
C -0.125456 1.607015 -0.066746
C -0.035980 0.204403 -0.679426
N -0.482255 -0.855339 0.081930
O 0.253110 -0.017289 -1.897001
N 3.547455 1.892501 1.031345
H 1.085563 4.177748 -0.173583
H 1.731638 4.189918 1.515309
H 2.952766 4.270154 0.129929
H 2.363916 2.059081 -0.820957
H 0.724256 1.893727 1.943190
H 1.296804 0.636903 1.218717
H -0.313736 2.498923 -0.718022
H -1.195794 1.886772 0.436111
H -0.867447 -0.807160 0.942157
H -0.427464 -1.743454 -0.338863
H 4.390261 2.246416 0.538589
H 3.666466 2.054317 2.043460
H -3.453021 1.467130 1.193053
H -3.111709 2.890123 1.636677
O -2.920523 1.905463 1.870546
H -4.816784 1.183967 0.166445
H -4.372805 -0.091676 -0.496821
O -4.439956 0.355885 0.371170
H -0.525214 -4.457475 -1.496226
H -0.826382 -4.665411 0.126235
O -1.101675 -4.487754 -0.791663
H 2.341244 -0.463871 3.744987
H 1.750306 -0.258399 2.287599
O 1.634154 -0.055794 3.206240
H -0.954001 0.778514 -3.634850
H -1.601226 -0.041882 -4.829112
O -1.688432 0.710170 -4.288206
H -4.524832 -1.149313 -2.097645
H -3.527388 -0.047214 -2.556009
O -4.395405 -0.198840 -2.165000
H 1.032704 -2.517556 -2.856284
H -0.344473 -1.773386 -2.686241
O 0.105792 -2.555104 -2.434949
H -0.950916 1.637949 3.662243
H -2.219536 0.756187 3.441870
O -1.434318 0.871216 4.040524
H 2.592395 -0.509114 -2.032244
H 2.590998 0.097846 -3.326955
O 2.695550 -0.821204 -2.911299
H 3.257870 -2.231621 -1.847605
H 2.973134 -3.505106 -1.275595
O 3.740139 -3.020030 -1.494576
H -2.529681 -2.822343 -1.033749
H -3.420880 -3.072499 0.254902
O -3.274830 -2.447899 -0.450294
H 3.685879 -1.314854 0.512475
H 3.254832 0.152359 0.668887
O 3.081393 -0.728758 0.954361
H -0.008277 -1.508288 3.505596
H -1.295984 -0.643121 3.260409
O -0.749193 -1.321588 2.827647

Forces on atoms 1 to 6 (eV/Å):
0.33 1.30 -2.26
2.72 3.54 -0.17
-0.12 -2.86 0.08
-3.26 0.87 1.17
-2.60 -1.33 -1.81
2.23 2.41 -4.01

Atomic partial charges in e from the Mulliken method, atoms 1 to 6: atom 1 (C): -1.43, atom 2 (C): 0.45, atom 3 (C): 1.58, atom 4 (C): -0.69, atom 5 (C): 0.56, atom 6 (N): 0.13


ORCA calculation (ωB97M-V with the def2-TZVPD basis set) on a structure of composition C56H59Br2ClF7N2O8PS.

Summary:
total charge	0
HOMO energy	-0.3366	Eh
LUMO level	0.00762	hartree

CARTESIAN COORDINATES (ANGSTROEM)
C 5.893081 -1.490473 -2.501701
C 5.278483 -1.767542 -3.877817
C 3.921950 -1.085114 -4.103686
C 2.800384 -2.113736 -4.198512
O 1.466061 -1.633826 -4.005352
C 0.934818 -1.265309 -2.786284
O 1.946175 -1.113513 -1.753983
C 2.541849 -2.151988 -1.259299
N 3.085693 -3.029833 -0.771297
C 0.437466 0.252075 -3.008164
N 1.539908 0.828484 -3.741215
C 1.840384 1.969014 -3.998909
O 2.118070 3.057983 -4.260590
P 0.488816 1.588730 -1.543035
O 2.064719 1.684697 -1.257025
Cl -0.071782 0.708508 0.242736
C -0.854021 0.358857 -3.896408
C -1.629552 1.659026 -3.550899
Br -1.292515 3.138887 -4.656104
C -2.531737 1.779612 -2.568120
C -2.956766 0.782976 -1.543140
Br -3.504912 3.355879 -2.306843
C -0.669112 0.302221 -5.477589
C -0.531725 -1.068045 -6.117166
F 0.322810 1.130415 -5.971979
O -1.854169 -0.680387 -3.745914
S -1.768756 -2.168297 -3.196187
O -2.767737 -2.257753 -2.171202
O -1.874758 -3.047387 -4.318102
C -0.110658 -2.397584 -2.393681
C -0.430203 -2.502920 -0.908233
C 0.376853 -3.752608 -2.970239
C -0.349169 -5.023306 -2.522650
O 0.199523 -5.613056 -1.353411
C 0.379881 -7.019088 -1.530176
C 1.708335 -7.313526 -2.191873
H 5.113631 -1.282634 -1.768438
H 6.525020 -0.604814 -2.535476
H 6.468955 -2.332113 -2.126192
H 5.966494 -1.381103 -4.628926
H 5.207780 -2.842652 -4.047329
H 3.727896 -0.319661 -3.357096
H 3.949544 -0.539909 -5.048297
H 2.796478 -2.515765 -5.210812
H 3.023637 -2.971085 -3.561677
H 2.412174 0.980846 -0.693681
H -2.894821 1.234824 -0.555167
H -2.389518 -0.135537 -1.535352
H -4.004193 0.525231 -1.703779
H -1.615515 0.714492 -5.830456
H -1.502217 -1.430925 -6.445937
H -0.086025 -1.825518 -5.493581
H 0.090633 -0.941667 -7.001014
H 0.462744 -2.491415 -0.301818
H -1.082056 -1.714194 -0.567619
H -0.958772 -3.424986 -0.697549
H 0.332232 -3.712707 -4.052575
H 1.423497 -3.887804 -2.707355
H -1.415469 -4.837965 -2.368176
H -0.277629 -5.730693 -3.351324
H 0.327616 -7.483635 -0.550632
H -0.433314 -7.398654 -2.156303
H 2.508604 -6.842300 -1.621898
H 1.736141 -6.918939 -3.207643
H 1.897542 -8.385222 -2.223252
F 2.283445 2.123188 6.184290
C 1.147324 2.352328 5.479152
C 0.179431 3.165051 6.029168
C -0.975778 3.397376 5.296771
C -1.146999 2.815087 4.047903
C -0.155278 1.997874 3.524329
C 1.009579 1.765511 4.239844
H 0.333802 3.605327 7.004380
H -1.744287 4.038255 5.706983
H -2.051347 2.998219 3.483731
H -0.278823 1.537796 2.553401
H 1.802721 1.142851 3.847689
F 1.756295 5.963079 6.873695
C 2.665544 6.191225 5.898718
C 2.736157 7.449979 5.339109
C 3.676466 7.675714 4.344095
C 4.516767 6.653626 3.924522
C 4.419063 5.396544 4.505114
C 3.487586 5.156372 5.504709
H 2.068267 8.229500 5.678955
H 3.751732 8.657179 3.895820
H 5.245443 6.837078 3.146913
H 5.068885 4.595373 4.179615
H 3.399932 4.187489 5.975371
F 5.667890 1.393673 12.232538
C 5.216942 1.390722 10.959805
C 4.464740 2.460518 10.519771
C 4.007801 2.450925 9.209684
C 4.298458 1.384431 8.370222
C 5.055877 0.321375 8.843116
C 5.526179 0.318068 10.148762
H 4.246351 3.277671 11.193471
H 3.420667 3.283109 8.842862
H 3.937066 1.387700 7.354688
H 5.282261 -0.513674 8.193549
H 6.122136 -0.495937 10.538035
F 0.296816 -6.958601 1.720979
C 0.461385 -6.070877 2.722032
C 0.055336 -6.412746 3.994793
C 0.233241 -5.485906 5.011214
C 0.802456 -4.249344 4.744044
C 1.204474 -3.938471 3.450513
C 1.038843 -4.857135 2.424168
H -0.392201 -7.380011 4.177851
H -0.075834 -5.732973 6.017917
H 0.933449 -3.533609 5.542520
H 1.653381 -2.974836 3.236423
H 1.355063 -4.661316 1.410677
F -6.400710 2.544720 -0.682395
C -7.112286 3.685381 -0.580272
C -7.453575 4.149087 0.673723
C -8.181236 5.326686 0.765464
C -8.556972 6.012410 -0.381342
C -8.200191 5.519914 -1.629004
C -7.467714 4.346684 -1.738352
H -7.153737 3.594622 1.552317
H -8.454843 5.709233 1.739511
H -9.126034 6.928470 -0.302522
H -8.493222 6.049938 -2.525176
H -7.172225 3.945490 -2.698363
F -4.115744 1.727085 -6.257888
C -4.876954 0.628343 -6.461199
C -4.693023 -0.462800 -5.638435
C -5.471705 -1.591361 -5.850380
C -6.409988 -1.611359 -6.873068
C -6.572708 -0.496922 -7.685076
C -5.804457 0.640776 -7.482386
H -3.955827 -0.424434 -4.849393
H -5.340081 -2.453704 -5.210604
H -7.013833 -2.493393 -7.036461
H -7.301448 -0.510799 -8.484339
H -5.916173 1.521799 -8.099316

Forces on atoms 1 to 6 (eV/Å):
-0.33 0.08 0.09
0.27 0.32 -0.03
0.02 0.20 -0.44
0.40 -0.15 0.05
0.31 0.04 0.08
-0.80 0.07 -0.75

Atomic partial charges in e from the Mulliken method, atoms 1 to 6: atom 1 (C): -1.10, atom 2 (C): -0.74, atom 3 (C): -0.25, atom 4 (C): -0.96, atom 5 (O): 0.38, atom 6 (C): -0.34


ORCA calculation (ωB97M-V with the def2-TZVPD basis set) on an isolated molecule of C3H4BrClO.

Summary:
total charge	0
HOMO energy	-0.3862	Eh
relative energy (zero: lowest compared OMol25 entry of this formula, charge and spin)	36.9	kcal/mol
LUMO level	-0.00831	hartree

CARTESIAN COORDINATES (ANGSTROEM)
C -1.354616 0.131977 -0.177702
C -0.047253 -0.533200 0.118880
O 0.665519 -0.163919 1.308090
C 1.267255 0.081187 0.147490
Cl 1.703317 2.093283 -0.282996
Br 2.847073 -0.834320 -0.324722
H -2.075514 -0.175631 0.582066
H -1.710637 -0.202705 -1.146500
H -1.264549 1.212219 -0.163320
H -0.030594 -1.608890 -0.061286

Forces on atoms 1 to 6 (eV/Å):
0.25 0.05 0.34
-0.64 -0.17 -1.04
0.42 0.33 1.00
0.92 2.38 -0.82
-1.10 -2.73 0.63
0.18 -0.13 0.05

Atomic partial charges in e from the Mulliken method, atoms 1 to 6: atom 1 (C): -1.13, atom 2 (C): 0.32, atom 3 (O): -0.32, atom 4 (C): 0.12, atom 5 (Cl): -0.27, atom 6 (Br): -0.07